Computed, not measured: C48H39Br2NOPSbTl as an isolated structure, with ωB97M-V/def2-TZVPD.

Cartesian coordinates (Å):
Tl (1.36, -0.10, -0.72)
C (0.05, -1.97, 5.02)
C (0.67, -0.65, 4.63)
C (0.82, 0.31, 5.64)
C (1.41, 1.54, 5.41)
C (1.89, 1.85, 4.14)
C (1.74, 0.92, 3.13)
C (1.14, -0.33, 3.35)
P (1.15, -1.35, 1.83)
C (0.13, -2.83, 1.99)
C (0.72, -4.09, 2.07)
C (-0.08, -5.23, 2.19)
C (-1.46, -5.09, 2.24)
C (-2.04, -3.84, 2.14)
C (-1.26, -2.69, 1.99)
C (-1.92, -1.36, 1.80)
C (2.90, -1.85, 1.79)
C (3.58, -2.15, 2.97)
C (4.95, -2.32, 2.99)
C (5.68, -2.14, 1.82)
C (5.02, -1.83, 0.64)
C (3.63, -1.72, 0.59)
C (3.00, -1.51, -0.74)
H (0.05, -2.07, 6.10)
H (0.57, -2.83, 4.60)
H (-0.99, -2.03, 4.68)
H (0.47, 0.07, 6.63)
H (1.51, 2.25, 6.22)
H (2.37, 2.80, 3.94)
H (2.11, 1.16, 2.14)
H (1.79, -4.20, 2.05)
H (0.38, -6.20, 2.26)
H (-2.08, -5.97, 2.35)
H (-3.12, -3.74, 2.16)
H (-2.99, -1.42, 1.97)
H (-1.76, -1.02, 0.77)
H (-1.52, -0.59, 2.47)
H (3.02, -2.23, 3.90)
H (5.46, -2.57, 3.91)
H (6.76, -2.23, 1.83)
H (5.59, -1.70, -0.27)
H (2.33, -2.31, -1.04)
H (3.70, -1.27, -1.53)
Br (-2.65, -3.47, -1.31)
C (-1.63, -2.73, -2.71)
C (-1.89, -3.13, -4.03)
C (-1.20, -2.60, -5.08)
Br (-1.58, -3.18, -6.83)
C (-0.21, -1.61, -4.84)
C (0.52, -0.96, -5.86)
C (1.44, 0.00, -5.53)
C (1.63, 0.32, -4.18)
N (0.96, -0.26, -3.21)
C (0.04, -1.22, -3.51)
C (-0.67, -1.79, -2.38)
O (-0.42, -1.39, -1.16)
H (-2.65, -3.88, -4.21)
H (0.35, -1.23, -6.89)
H (2.01, 0.51, -6.29)
H (2.37, 1.06, -3.89)
C (-4.10, 0.56, -4.00)
C (-3.76, -0.26, -2.94)
C (-2.73, 0.10, -2.08)
C (-2.05, 1.30, -2.30)
C (-2.39, 2.13, -3.37)
C (-3.42, 1.75, -4.22)
Sb (-0.56, 1.85, -0.95)
C (0.22, 3.65, -1.71)
C (0.74, 3.69, -3.00)
C (1.32, 4.86, -3.48)
C (1.39, 5.98, -2.66)
C (0.87, 5.94, -1.38)
C (0.29, 4.77, -0.89)
C (-1.61, 2.51, 0.72)
C (-1.21, 2.17, 2.01)
C (-1.91, 2.64, 3.11)
C (-3.02, 3.45, 2.91)
C (-3.43, 3.79, 1.63)
C (-2.73, 3.32, 0.53)
H (-4.90, 0.27, -4.67)
H (-4.28, -1.20, -2.78)
H (-2.45, -0.56, -1.27)
H (-1.86, 3.06, -3.54)
H (-3.70, 2.39, -5.05)
H (0.68, 2.83, -3.65)
H (1.71, 4.90, -4.49)
H (1.84, 6.89, -3.04)
H (0.93, 6.82, -0.74)
H (-0.12, 4.75, 0.11)
H (-0.34, 1.54, 2.16)
H (-1.59, 2.38, 4.10)
H (-3.57, 3.82, 3.77)
H (-4.30, 4.42, 1.48)
H (-3.06, 3.59, -0.47)

The orbital gap comes out at 6.8 eV. For the LUMO energy, the calculation gives -3.08 eV. As for the relative energy (zero: lowest compared OMol25 entry of this formula, charge and spin): 0.0 kJ/mol. Its total charge is +1. The HOMO energy is -9.9 eV.

Mulliken atomic charge list, values in e, 8 entries: 2.2070 -1.3534 1.2314 -0.8003 -0.9932 -0.5824 -1.1002 1.0115


Computed, not measured: C48H39CsN11O7PS3 as an isolated structure, with ωB97M-V/def2-TZVPD.

Cartesian coordinates (Å):
Cs (-0.33, 0.35, -0.34)
N (0.27, -4.52, 3.26)
C (0.72, -3.47, 2.46)
S (0.66, -1.89, 3.10)
N (1.20, -3.86, 1.30)
N (1.47, -2.88, 0.38)
C (2.55, -2.98, -0.29)
C (3.63, -3.97, -0.03)
C (4.11, -4.18, 1.27)
C (5.13, -5.10, 1.50)
C (5.68, -5.82, 0.46)
C (5.22, -5.61, -0.84)
C (4.21, -4.69, -1.07)
C (2.72, -2.01, -1.41)
C (3.97, -1.48, -1.73)
C (4.09, -0.59, -2.79)
C (2.96, -0.27, -3.51)
C (1.74, -0.81, -3.11)
N (1.62, -1.66, -2.09)
H (-0.40, -4.18, 3.95)
H (-0.09, -5.29, 2.71)
H (3.66, -3.63, 2.08)
H (5.48, -5.25, 2.52)
H (6.48, -6.53, 0.64)
H (5.64, -6.16, -1.66)
H (3.85, -4.53, -2.09)
H (4.83, -1.75, -1.13)
H (5.04, -0.15, -3.03)
H (2.99, 0.42, -4.35)
H (0.82, -0.51, -3.60)
N (-4.73, -1.03, 0.84)
P (-3.49, -1.24, -0.36)
C (-2.93, -2.95, -0.05)
C (-1.81, -3.37, -0.77)
C (-1.26, -4.62, -0.56)
C (-1.84, -5.48, 0.37)
C (-2.95, -5.07, 1.09)
C (-3.49, -3.81, 0.89)
C (-4.57, -1.48, -1.82)
C (-4.32, -0.68, -2.93)
C (-5.10, -0.82, -4.08)
C (-6.11, -1.76, -4.13)
C (-6.37, -2.58, -3.02)
C (-5.59, -2.44, -1.88)
C (-4.35, -0.54, 2.08)
C (-5.26, 0.07, 2.95)
C (-4.80, 0.51, 4.17)
C (-3.47, 0.33, 4.51)
C (-2.64, -0.29, 3.59)
N (-3.06, -0.72, 2.39)
H (-5.63, -0.71, 0.51)
H (-1.34, -2.70, -1.49)
H (-0.37, -4.91, -1.09)
H (-1.40, -6.45, 0.55)
H (-3.39, -5.73, 1.84)
H (-4.34, -3.47, 1.48)
H (-3.52, 0.05, -2.91)
H (-4.89, -0.19, -4.94)
H (-6.71, -1.87, -5.02)
H (-7.15, -3.32, -3.06)
H (-5.76, -3.09, -1.03)
H (-6.30, 0.19, 2.65)
H (-5.48, 0.99, 4.86)
H (-3.07, 0.67, 5.45)
H (-1.59, -0.47, 3.79)
O (-1.56, 3.10, -3.26)
C (-0.74, 2.17, -3.08)
O (-0.99, 0.97, -2.83)
C (0.75, 2.53, -3.21)
C (1.25, 2.79, -4.44)
C (2.62, 3.11, -4.62)
C (3.47, 3.16, -3.54)
C (2.97, 2.93, -2.27)
C (1.57, 2.62, -2.01)
O (1.08, 2.42, -0.89)
N (3.91, 3.06, -1.19)
O (5.11, 2.89, -1.44)
O (3.50, 3.33, -0.08)
N (3.13, 3.37, -5.93)
O (4.33, 3.65, -6.05)
O (2.37, 3.32, -6.88)
H (0.60, 2.77, -5.31)
H (4.51, 3.38, -3.66)
C (0.96, 5.12, 1.69)
N (0.55, 5.30, 0.32)
C (1.39, 5.72, -0.71)
C (0.71, 5.55, -1.86)
N (-0.52, 5.03, -1.53)
C (-0.63, 4.86, -0.20)
S (-1.96, 4.27, 0.64)
H (1.60, 5.95, 2.00)
H (1.51, 4.18, 1.79)
H (0.07, 5.09, 2.32)
H (2.39, 6.06, -0.53)
H (1.02, 5.70, -2.88)
H (-1.14, 4.54, -2.20)
S (2.65, 1.86, 4.41)
C (1.72, 1.17, 3.10)
N (0.53, 1.63, 2.96)
C (0.24, 2.57, 3.92)
C (-0.98, 3.25, 4.05)
C (-1.13, 4.17, 5.07)
C (-0.08, 4.43, 5.96)
C (1.13, 3.77, 5.85)
C (1.28, 2.84, 4.83)
H (2.13, 0.39, 2.48)
H (-1.76, 3.06, 3.32)
H (-2.06, 4.71, 5.17)
H (-0.23, 5.16, 6.75)
H (1.94, 3.98, 6.54)

The orbital gap comes out at 6.1 eV. For the LUMO energy, the calculation gives 3.55 eV. As for the relative energy (zero: lowest compared OMol25 entry of this formula, charge and spin): 0.0 kJ/mol. Its total charge is -2. The HOMO energy is -2.5 eV.

Mulliken atomic charge list, values in e, 8 entries: 1.0714 -0.5578 -0.1384 -0.2423 -0.8479 0.8841 -0.2552 0.2590


Computed, not measured: C48H39N6PPdS3Sb as an isolated structure, with ωB97M-V/def2-TZVPD.

Cartesian coordinates (Å):
Pd (0.96, -0.30, -1.33)
C (-3.57, -0.95, 1.40)
N (-2.55, -1.34, 0.45)
C (-1.53, -0.54, -0.03)
N (-0.83, -1.15, -0.97)
C (-1.50, -2.36, -1.24)
C (-2.57, -2.53, -0.38)
C (-3.70, -3.49, -0.40)
C (-4.22, -3.78, -1.62)
C (-5.30, -4.67, -1.78)
C (-5.90, -5.21, -0.64)
C (-5.40, -4.90, 0.61)
C (-4.26, -4.07, 0.71)
C (-1.16, -3.27, -2.34)
C (-0.52, -2.81, -3.48)
C (-0.20, -3.71, -4.55)
C (-0.48, -5.06, -4.45)
C (-1.02, -5.52, -3.27)
C (-1.32, -4.66, -2.20)
P (-0.93, 0.91, 0.83)
C (0.24, 0.46, 2.16)
N (1.06, -0.60, 2.04)
C (1.78, -0.64, 3.24)
C (1.52, 0.44, 4.08)
N (0.54, 1.18, 3.36)
C (-0.29, 2.24, 3.98)
C (2.27, 0.88, 5.24)
C (1.70, 1.07, 6.51)
C (2.52, 1.56, 7.54)
C (3.90, 1.86, 7.36)
C (4.46, 1.61, 6.12)
C (3.64, 1.16, 5.06)
C (2.50, -1.83, 3.47)
C (2.92, -2.20, 4.76)
C (3.58, -3.41, 4.95)
C (3.81, -4.26, 3.88)
C (3.41, -3.93, 2.60)
C (2.83, -2.69, 2.40)
C (-0.36, 2.01, -0.42)
N (0.26, 1.52, -1.49)
C (0.45, 2.54, -2.42)
C (-0.11, 3.70, -1.87)
N (-0.56, 3.37, -0.54)
C (-0.89, 4.28, 0.56)
C (-0.33, 5.01, -2.40)
C (-1.49, 5.68, -1.95)
C (-1.65, 7.06, -2.17)
C (-0.72, 7.75, -2.96)
C (0.16, 6.98, -3.71)
C (0.40, 5.64, -3.42)
C (0.87, 2.32, -3.84)
C (0.13, 2.91, -4.84)
C (0.10, 2.34, -6.11)
C (0.85, 1.25, -6.43)
C (1.64, 0.67, -5.43)
C (1.72, 1.27, -4.18)
H (-3.60, 0.13, 1.46)
H (-3.39, -1.36, 2.39)
H (-4.55, -1.31, 1.08)
H (-3.85, -3.33, -2.52)
H (-5.74, -4.86, -2.73)
H (-6.64, -6.01, -0.77)
H (-5.83, -5.37, 1.52)
H (-3.77, -3.97, 1.66)
H (-0.26, -1.71, -3.55)
H (0.20, -3.27, -5.51)
H (-0.28, -5.75, -5.30)
H (-1.22, -6.58, -3.11)
H (-1.69, -5.09, -1.25)
H (-0.92, 1.79, 4.77)
H (-0.96, 2.72, 3.25)
H (0.36, 2.96, 4.48)
H (0.65, 0.83, 6.69)
H (2.08, 1.72, 8.53)
H (4.49, 2.19, 8.23)
H (5.51, 1.77, 5.97)
H (4.05, 1.13, 4.07)
H (2.72, -1.54, 5.65)
H (3.96, -3.75, 5.94)
H (4.20, -5.25, 4.09)
H (3.60, -4.58, 1.74)
H (2.53, -2.34, 1.38)
H (0.05, 4.37, 1.24)
H (-1.76, 3.93, 1.14)
H (-1.13, 5.31, 0.19)
H (-2.30, 5.02, -1.55)
H (-2.47, 7.52, -1.66)
H (-0.70, 8.86, -3.04)
H (0.76, 7.42, -4.50)
H (1.26, 5.15, -3.95)
H (-0.52, 3.80, -4.58)
H (-0.56, 2.81, -6.80)
H (0.68, 0.72, -7.43)
H (2.20, -0.22, -5.63)
H (2.50, 0.92, -3.49)
S (4.39, -1.19, -4.16)
Sb (4.09, -1.38, -1.79)
S (3.08, 0.73, -1.04)
S (1.90, -2.72, -1.57)

The orbital gap (alpha / beta) comes out at 5.5 / 5.0 eV. For the LUMO energy (alpha / beta), the calculation gives 0.03 / -1.94 eV. Its total charge is 0. Its spin multiplicity is 4. The HOMO energy (alpha / beta) is -5.5 / -7.0 eV.

Mulliken atomic charge list, values in e, 8 entries: 1.3288 -1.1458 0.2240 -0.5769 0.4891 -0.9524 0.3202 -0.1996